# C35H56N2O9S4

5 unconnected molecules or ions with the total composition C35H56N2O9S4 (ωB97M-V/def2-TZVPD, OMol25).

Last column: Löwdin charge in e.
Element x y z (Å)
1 C 6.815 -1.888 -0.994  0.11
2 C 6.523 -0.784 -1.373  -0.15
3 C 6.022 0.527 -1.835  -0.22
4 C 4.481 0.425 -2.088  -0.17
5 C 3.834 1.827 -1.941  -0.14
6 C 2.594 1.855 -1.070  -0.20
7 C 1.388 2.388 -1.637  0.06
8 C 0.245 2.441 -0.887  -0.23
9 O -0.911 2.933 -1.457  -0.06
10 C -1.678 1.841 -2.070  -0.13
11 C -3.062 1.696 -1.432  -0.29
12 C -4.102 2.521 -2.282  -0.04
13 C -3.558 0.221 -1.337  -0.38
14 C -3.366 -0.419 0.067  -0.05
15 C -3.005 -0.715 -2.422  -0.09
16 C 0.204 1.976 0.472  -0.14
17 N -0.998 2.041 1.135  0.16
18 C -0.887 1.582 2.361  -0.12
19 C 0.310 1.077 2.946  -0.12
20 N 1.443 0.985 2.302  0.13
21 C 1.391 1.452 1.019  -0.20
22 C 2.565 1.405 0.219  0.02
23 H 6.801 -2.915 -0.661  -0.01
24 H 6.242 1.263 -1.056  0.11
25 H 6.537 0.831 -2.752  0.11
26 H 4.361 0.015 -3.093  0.11
27 H 4.104 -0.295 -1.360  0.10
28 H 4.560 2.550 -1.553  0.12
29 H 3.555 2.174 -2.942  0.11
30 H 1.362 2.752 -2.659  0.13
31 H -1.776 2.124 -3.125  0.13
32 H -1.070 0.933 -2.039  0.12
33 H -3.091 2.122 -0.427  0.11
34 H -3.562 3.255 -2.893  0.07
35 H -4.754 3.075 -1.605  0.06
36 H -4.643 1.847 -2.952  0.08
37 H -4.648 0.259 -1.480  0.12
38 H -3.677 -1.464 -0.050  0.07
39 H -4.033 0.063 0.790  0.06
40 H -2.325 -0.357 0.400  0.07
41 H -2.965 -0.252 -3.414  0.09
42 H -3.557 -1.661 -2.420  0.05
43 H -1.973 -0.980 -2.164  0.07
44 H -1.787 1.585 2.977  0.11
45 H 0.273 0.727 3.976  0.11
46 H 3.454 0.973 0.675  0.13
47 O -1.214 8.230 4.167  -0.32
48 S -0.357 7.996 3.032  0.66
49 O 0.183 9.087 2.261  -0.33
50 C 0.974 6.912 3.537  -0.23
51 C 0.429 5.507 3.299  -0.22
52 C -0.289 5.559 1.944  -0.21
53 C -1.161 6.821 1.936  -0.22
54 H 1.230 7.110 4.575  0.11
55 H 1.828 7.119 2.893  0.11
56 H 1.227 4.765 3.306  0.11
57 H -0.284 5.245 4.084  0.12
58 H 0.449 5.621 1.142  0.12
59 H -0.886 4.665 1.769  0.10
60 H -1.239 7.259 0.944  0.10
61 H -2.156 6.626 2.332  0.10
62 O -6.973 2.747 -0.079  -0.32
63 S -7.292 1.664 0.815  0.65
64 O -7.218 0.289 0.396  -0.32
65 C -6.331 1.876 2.311  -0.24
66 C -7.207 2.750 3.202  -0.22
67 C -8.631 2.197 3.061  -0.22
68 C -8.894 1.984 1.566  -0.22
69 H -5.372 2.328 2.065  0.10
70 H -6.181 0.889 2.748  0.11
71 H -6.865 2.732 4.236  0.11
72 H -7.176 3.785 2.855  0.12
73 H -8.705 1.243 3.589  0.12
74 H -9.369 2.869 3.496  0.11
75 H -9.545 1.133 1.381  0.10
76 H -9.307 2.876 1.099  0.10
77 O 7.006 -5.490 2.038  -0.31
78 S 7.873 -5.396 0.894  0.68
79 O 7.446 -4.743 -0.322  -0.35
80 C 9.438 -4.704 1.414  -0.23
81 C 10.266 -5.917 1.825  -0.22
82 C 10.012 -6.981 0.750  -0.21
83 C 8.499 -7.034 0.505  -0.22
84 H 9.270 -3.996 2.222  0.11
85 H 9.877 -4.197 0.555  0.11
86 H 11.323 -5.668 1.907  0.12
87 H 9.931 -6.286 2.798  0.12
88 H 10.525 -6.697 -0.171  0.12
89 H 10.394 -7.957 1.049  0.11
90 H 8.258 -7.268 -0.529  0.10
91 H 8.006 -7.741 1.170  0.10
92 O -3.288 -3.948 -1.610  -0.32
93 S -2.475 -4.169 -2.779  0.66
94 O -1.826 -3.094 -3.478  -0.32
95 C -1.262 -5.431 -2.404  -0.23
96 C -1.961 -6.742 -2.750  -0.22
97 C -2.684 -6.491 -4.079  -0.22
98 C -3.416 -5.149 -3.958  -0.22
99 H -0.972 -5.355 -1.359  0.11
100 H -0.400 -5.260 -3.048  0.11
101 H -1.250 -7.564 -2.825  0.11
102 H -2.687 -6.993 -1.974  0.12
103 H -1.951 -6.439 -4.888  0.12
104 H -3.379 -7.295 -4.319  0.11
105 H -3.456 -4.617 -4.905  0.10
106 H -4.421 -5.273 -3.558  0.11

Frontier orbital gap   8.470 eV
SMILES   C#CCCCc1cc(OC[C@@H](C)C(C)C)c2nccnc2c1.O=S1(=O)CCCC1.O=S1(=O)CCCC1.O=S1(=O)CCCC1.O=S1(=O)CCCC1
Total charge   0

=====

# C6H44NO16

15 unconnected molecules or ions with the total composition C6H44NO16 (ωB97M-V/def2-TZVPD, OMol25).

Last column: Löwdin charge in e.
Element x y z (Å)
1 C 3.799 -2.204 -2.162  -0.14
2 O 2.613 -2.049 -1.534  -0.21
3 C 2.031 -0.775 -1.850  -0.17
4 C 0.778 -0.936 -0.986  -0.08
5 N -0.248 0.097 -1.271  0.03
6 H 0.155 1.012 -0.928  0.12
7 H -0.410 0.273 -2.163  0.05
8 C -1.569 0.092 -0.698  -0.13
9 C -1.718 0.159 0.785  -0.15
10 O -3.156 0.176 1.031  -0.17
11 C -3.585 0.788 2.177  -0.13
12 H 4.171 -3.241 -1.701  0.14
13 H 4.643 -1.715 -2.123  0.01
14 H 3.800 -2.587 -3.210  0.11
15 H 1.956 -0.639 -2.891  0.10
16 H 2.621 0.075 -1.256  0.15
17 H 1.050 -0.735 0.116  0.16
18 H 0.406 -2.018 -1.287  0.19
19 H -1.951 -0.937 -1.005  0.17
20 H -2.186 0.872 -1.169  0.16
21 H -1.155 0.959 0.959  0.06
22 H -1.342 -0.807 1.348  0.19
23 H -3.653 0.109 3.018  0.09
24 H -4.517 1.265 2.177  0.05
25 H -2.922 1.677 2.560  0.12
26 O 7.274 -1.333 -2.435  -0.02
27 H 7.104 -0.506 -1.987  0.03
28 H 7.916 -1.551 -1.808  0.01
29 O 0.345 2.285 2.906  -0.11
30 H 0.121 3.366 2.992  0.20
31 H 1.215 2.293 3.317  0.05
32 O -4.848 4.017 1.191  -0.12
33 H -5.181 3.658 2.115  0.09
34 H -4.044 4.529 1.416  0.03
35 O -5.113 -0.705 -0.781  -0.04
36 H -4.464 -0.482 -0.255  -0.12
37 H -5.846 -0.048 -1.109  0.12
38 O 0.811 -2.567 -4.609  -0.09
39 H 1.295 -1.803 -5.113  0.09
40 H 0.723 -3.285 -5.217  0.02
41 O 2.228 1.734 0.788  -0.06
42 H 1.589 1.984 1.459  -0.01
43 H 3.022 1.260 1.121  0.08
44 O 4.303 -5.807 -1.716  -0.01
45 H 3.582 -5.703 -2.125  -0.12
46 H 3.970 -6.180 -0.781  0.14
47 O -0.636 0.962 -4.080  -0.08
48 H -0.020 1.343 -4.730  0.06
49 H -1.529 0.949 -4.574  0.12
50 O 4.706 2.074 -2.129  -0.10
51 H 3.841 1.890 -2.666  0.07
52 H 4.384 2.585 -1.360  0.03
53 O -1.009 0.435 4.596  -0.10
54 H -1.653 0.880 5.174  0.01
55 H -0.730 0.972 3.802  0.00
56 O -3.613 2.055 5.512  -0.11
57 H -3.607 2.169 6.423  -0.01
58 H -4.420 1.353 5.440  0.06
59 O -6.024 0.921 5.408  0.00
60 H -6.782 1.222 5.799  0.02
61 H -6.186 0.428 4.574  0.09
62 O 1.731 -4.240 0.098  0.01
63 H 2.100 -3.528 -0.270  -0.08
64 H 1.803 -4.819 -0.665  0.04
65 O 0.333 2.748 -1.111  0.08
66 H 0.947 3.096 -0.654  -0.07
67 H 0.776 2.409 -1.877  0.06

Frontier orbital gap   9.669 eV
Total charge   +1

=====

# C49H40F6N2OP

2 unconnected molecules or ions with the total composition C49H40F6N2OP (ωB97M-V/def2-TZVPD, OMol25).

Last column: Löwdin charge in e.
Element x y z (Å)
1 F 4.347 -6.582 -4.889  0.14
2 C 4.219 -5.231 -4.831  -0.52
3 F 4.916 -4.786 -3.726  0.12
4 F 4.849 -4.697 -5.935  0.12
5 C 2.806 -4.731 -4.776  -0.01
6 N 2.864 -3.262 -4.736  0.00
7 C 2.702 -2.617 -5.980  -0.25
8 C 1.533 -2.852 -6.720  -0.01
9 C 1.328 -2.166 -7.916  -0.06
10 C 2.326 -1.318 -8.413  -0.07
11 C 3.534 -1.154 -7.720  -0.05
12 C 3.716 -1.791 -6.493  -0.03
13 C 2.739 -2.576 -3.556  -0.14
14 C 2.789 -1.157 -3.526  0.03
15 C 2.281 -0.463 -2.454  0.04
16 C 1.708 -1.145 -1.339  -0.18
17 C 1.049 -0.434 -0.309  0.10
18 C 0.375 -1.157 0.731  -0.22
19 C 0.758 -1.056 2.095  -0.01
20 C 0.226 -1.894 3.049  0.01
21 C -0.832 -2.770 2.727  -0.17
22 N -1.582 -3.395 3.695  -0.03
23 C -1.094 -3.545 5.068  -0.02
24 C -0.550 -4.940 5.188  -0.52
25 F -0.019 -5.257 6.395  0.14
26 F -1.549 -5.848 4.917  0.12
27 F 0.422 -5.144 4.230  0.11
28 C -2.963 -3.634 3.514  -0.25
29 C -3.396 -4.696 2.703  -0.03
30 C -4.760 -4.901 2.512  -0.06
31 C -5.680 -4.019 3.092  -0.07
32 C -5.247 -2.979 3.924  -0.07
33 C -3.887 -2.804 4.167  -0.01
34 C -1.233 -2.881 1.374  0.02
35 C -0.644 -2.101 0.403  -0.01
36 C 1.868 -2.566 -1.301  0.02
37 C 2.365 -3.252 -2.376  0.01
38 H 2.278 -5.035 -5.686  0.15
39 H 2.321 -5.132 -3.889  0.13
40 H 0.786 -3.537 -6.309  0.12
41 H 0.387 -2.306 -8.455  0.11
42 H 2.162 -0.787 -9.354  0.11
43 H 4.336 -0.529 -8.122  0.12
44 H 4.629 -1.664 -5.905  0.13
45 H 3.213 -0.620 -4.371  0.12
46 H 2.283 0.628 -2.466  0.12
47 H 1.307 0.608 -0.171  0.08
48 H 1.547 -0.362 2.380  0.11
49 H 0.609 -1.867 4.066  0.11
50 H -0.297 -2.838 5.290  0.12
51 H -1.943 -3.442 5.750  0.15
52 H -2.643 -5.330 2.229  0.13
53 H -5.091 -5.742 1.900  0.11
54 H -6.747 -4.145 2.905  0.11
55 H -5.955 -2.296 4.395  0.11
56 H -3.500 -2.010 4.815  0.12
57 H -1.994 -3.614 1.102  0.11
58 H -0.956 -2.225 -0.635  0.13
59 H 1.601 -3.128 -0.409  0.13
60 H 2.425 -4.332 -2.318  0.11
61 C 2.193 3.256 4.385  -0.07
62 C 2.038 4.539 3.853  -0.07
63 C 1.197 4.757 2.759  -0.06
64 C 0.486 3.682 2.215  -0.31
65 P -0.466 3.837 0.687  1.02
66 C -2.212 3.706 1.130  -0.31
67 C -3.204 3.706 0.129  -0.07
68 C -4.554 3.797 0.485  -0.07
69 C -4.926 3.876 1.833  -0.07
70 C -3.945 3.879 2.828  -0.07
71 C -2.595 3.776 2.480  -0.08
72 C -0.346 5.583 0.197  -0.29
73 C 0.531 6.047 -0.798  -0.05
74 C 0.687 7.418 -1.011  -0.07
75 C -0.064 8.343 -0.279  -0.07
76 C -0.985 7.888 0.670  -0.07
77 C -1.135 6.520 0.896  -0.08
78 C 0.171 2.532 -0.285  -0.30
79 C 1.435 2.826 -0.917  -0.42
80 O 1.639 3.176 -2.102  -0.03
81 C 0.622 2.395 2.758  -0.10
82 C 1.489 2.178 3.831  -0.08
83 H 2.872 3.085 5.222  0.11
84 H 2.586 5.377 4.282  0.11
85 H 1.103 5.750 2.322  0.11
86 H -2.913 3.645 -0.923  0.12
87 H -5.321 3.806 -0.294  0.11
88 H -5.981 3.924 2.106  0.11
89 H -4.224 3.958 3.881  0.11
90 H -1.834 3.766 3.261  0.11
91 H 1.094 5.340 -1.407  0.09
92 H 1.410 7.763 -1.753  0.11
93 H 0.062 9.412 -0.449  0.11
94 H -1.587 8.592 1.244  0.11
95 H -1.875 6.181 1.624  0.11
96 H -0.521 1.779 -0.681  0.07
97 H 2.328 2.686 -0.247  0.12
98 H 0.090 1.557 2.303  0.09
99 H 1.616 1.171 4.234  0.10

Frontier orbital gap   5.132 eV
Total charge   +1

=====

# C2H7N2O3P

A molecular structure, C2H7N2O3P (ωB97M-V/def2-TZVPD, OMol25).

Last column: Löwdin charge in e.
Element x y z (Å)
1 C -1.369 -1.345 -0.582  -0.23
2 C -0.433 -0.773 -1.641  -0.28
3 N 1.229 -0.596 -0.819  -0.27
4 N 1.531 0.611 -0.596  -0.22
5 O 0.595 3.389 1.780  -0.48
6 O -0.534 1.104 2.405  -0.47
7 O 1.982 1.468 2.817  -0.43
8 P 0.744 1.896 2.123  0.20
9 H -1.149 -2.378 -0.453  0.01
10 H -1.422 -0.663 0.276  0.05
11 H -2.444 -1.556 -0.992  0.05
12 H -0.207 -1.364 -2.626  0.04
13 H -0.754 0.314 -1.960  0.07
14 H 0.971 -1.213 -0.077  0.03
15 H 1.261 1.107 0.347  -0.07

Frontier orbital gap   5.006 eV
Total charge   -2

=====

Respective energy relative to the best compared isomer or geometry (same formula, charge and spin) values: 0.0, 109.9, 0.0, 311.0 kJ/mol.
Respective HOMO level values: -8.628, -12.659, -9.551, 1.686 eV.